Entry 1:
Computed, not measured: C32H33FN4STaTe as an isolated structure in a non-equilibrium geometry, with wB97M-V/def2-TZVPD.

**LUMO**: -0.143 Eh
**Energy relative to the best compared isomer or geometry (same formula, charge and spin)**: 31.2 kJ/mol
**Orbital gap**: 6.10 eV
**Net charge**: +1
**Spin multiplicity**: 1

```
73
Properties=species:S:1:pos:R:3:forces:R:3
Ta -0.312377 -0.317112 0.502593 0.948 0.472 -0.285
Te -2.832307 -0.027747 1.514556 -0.323 0.136 0.083
S -5.897909 -0.198020 0.411303 -0.143 0.095 0.006
F -1.467335 -6.362940 -1.113984 -0.005 -0.003 0.000
N -0.265630 2.002210 0.516729 -0.443 -0.112 0.048
N 0.217879 0.373048 2.367918 -0.010 -0.097 -0.324
N -0.218499 0.239915 -1.520356 0.093 0.257 0.144
N 1.660799 -0.716723 -0.171871 0.120 0.154 0.086
C 3.152909 0.201692 2.400977 -0.054 -0.059 -0.075
C -0.694345 -2.452169 0.028676 -0.214 0.068 0.376
C -4.157240 -1.479351 -0.934669 -0.131 -0.154 -0.167
C -0.468848 2.525827 1.708505 0.104 0.028 -0.158
C -5.403169 -1.662223 -1.610505 0.166 0.024 0.057
C 2.331369 -0.425024 3.530802 0.006 -0.007 0.059
C -6.429414 -1.015727 -0.990847 -0.030 -0.074 -0.052
C -0.697810 4.364309 4.315547 -0.127 0.109 -0.189
C 2.364060 1.687428 -3.827706 -0.141 -0.007 -0.045
C 0.999429 0.485439 -2.057405 -0.059 -0.238 0.242
C 1.212417 1.355779 -3.121316 -0.098 0.094 -0.247
C 0.817525 -0.602519 3.282367 -0.164 -0.023 -0.122
C 2.555053 -1.560412 0.637673 -0.154 0.091 -0.131
C 2.067632 -0.212023 -1.345248 -0.136 -0.169 0.237
C -1.223140 3.714945 1.947731 0.059 -0.028 -0.033
C 0.306383 2.082516 4.055535 0.032 0.192 0.432
C 3.659934 -0.794513 1.360734 -0.018 0.063 -0.078
C -1.424150 0.840015 -2.097739 -0.108 -0.027 0.148
C -1.746596 2.224762 -1.492131 0.047 -0.012 -0.036
C -1.982333 -4.537338 0.260962 -0.023 0.105 0.099
C 4.020923 0.112952 -2.925689 0.004 -0.120 0.104
C 3.340066 -0.468216 -1.869914 0.168 0.020 -0.131
C -4.277585 -0.699311 0.181080 0.022 -0.166 -0.198
C -0.211827 -4.404725 -1.381282 0.033 0.046 -0.028
C -1.716330 -3.224878 0.629603 0.345 -0.185 -0.133
C -0.581264 2.785655 -0.685360 0.042 0.002 0.139
C 0.007449 1.672937 2.787669 0.158 -0.387 -0.201
C 0.044830 3.303544 4.724299 0.156 -0.283 0.013
C 0.039977 -3.100424 -0.991801 -0.180 -0.001 0.068
C 3.626394 1.137092 -3.770543 0.002 0.006 -0.014
C -1.338727 4.488739 3.063203 0.057 0.022 0.116
C -1.220847 -5.099791 -0.740448 0.006 -0.086 -0.050
H 0.354255 -4.885640 -2.169701 -0.034 0.015 0.037
H -2.623994 2.147124 -0.849969 -0.040 -0.001 0.029
H -0.842192 5.171592 5.022461 -0.012 -0.001 -0.038
H -5.522236 -2.248017 -2.513715 0.017 0.051 0.094
H 2.728442 -1.414840 3.775414 0.045 0.044 0.028
H 1.929212 -2.080892 1.362977 -0.007 -0.046 0.024
H 0.820972 1.353078 4.666266 -0.071 0.065 0.023
H 2.574627 0.983658 1.901007 -0.015 0.015 0.024
H 0.285381 -0.594758 4.234889 -0.090 -0.045 0.048
H -3.224254 -1.935633 -1.249119 -0.119 0.075 0.008
H 4.364217 1.518230 -4.464657 -0.014 -0.017 0.001
H -2.001844 5.340071 2.957774 0.013 0.008 0.029
H 2.225761 2.471276 -4.564085 -0.009 -0.016 -0.001
H -2.769837 -5.115146 0.730960 0.063 0.044 -0.035
H 0.824049 -2.574697 -1.522552 -0.004 0.030 0.029
H 4.270276 -0.256246 0.631885 0.027 -0.033 0.022
H 2.964505 -2.360666 0.016930 0.056 -0.009 -0.051
H -7.470501 -0.984978 -1.280440 0.108 -0.010 0.031
H 2.472851 0.176547 4.428678 -0.004 -0.001 0.012
H -0.774359 3.824840 -0.438935 -0.003 0.088 0.022
H 5.024816 -0.266175 -3.080861 -0.003 0.003 0.018
H 0.331478 1.894652 -3.443856 0.032 0.051 -0.008
H 4.013280 0.707182 2.840859 0.038 -0.045 -0.003
H -1.325821 0.895313 -3.179785 0.002 -0.052 -0.075
H -1.997131 2.931700 -2.286181 0.026 -0.012 0.009
H 3.904788 -1.218118 -1.333768 0.035 0.036 0.008
H -1.815471 4.040537 1.105681 -0.039 0.034 -0.013
H 0.450428 3.361524 5.728165 -0.001 -0.025 -0.022
H -2.324892 -2.795915 1.411867 -0.032 0.011 0.030
H -2.249691 0.154149 -1.903236 -0.017 -0.007 -0.005
H 0.318622 2.799480 -1.293576 0.096 0.010 -0.039
H 4.314248 -1.530732 1.836216 -0.021 0.016 0.030
H 0.619571 -1.595112 2.862560 -0.027 -0.022 -0.031
```
Positions in Å, forces in eV/Å.

Let us look at the Löwdin charges, expressed in e, one per atom:
1 Ta 1.609
2 Te 0.990
3 S 0.933
4 F 0.080
5 N -0.077
6 N -0.231
7 N -0.148
8 N -0.136
9 C -0.189
10 C -0.330
11 C -0.256
12 C -0.277
13 C -0.180
14 C -0.165
15 C -0.414
16 C -0.062
17 C -0.038
18 C -0.216
19 C 0.001
20 C -0.222
21 C -0.212
22 C -0.211
23 C 0.005
24 C 0.022
25 C -0.173
26 C -0.196
27 C -0.150
28 C -0.002
29 C -0.037
30 C 0.011
31 C -1.021
32 C -0.004
33 C -0.178
34 C -0.204
35 C -0.251
36 C -0.041
37 C -0.127
38 C -0.065
39 C -0.034
40 C -0.278
41 H 0.122
42 H 0.086
43 H 0.113
44 H 0.107
45 H 0.123
46 H 0.094
47 H 0.097
48 H 0.101
49 H 0.125
50 H 0.087
51 H 0.114
52 H 0.119
53 H 0.119
54 H 0.127
55 H 0.083
56 H 0.106
57 H 0.122
58 H 0.072
59 H 0.100
60 H 0.107
61 H 0.120
62 H 0.108
63 H 0.117
64 H 0.116
65 H 0.120
66 H 0.104
67 H 0.108
68 H 0.117
69 H 0.026
70 H 0.086
71 H 0.103
72 H 0.125
73 H 0.097



Entry 2:
Computed, not measured: C23H41AlN2OP3 as an isolated structure in a non-equilibrium geometry, with wB97M-V/def2-TZVPD.

**LUMO**: -0.377 Eh
**Energy relative to the best compared isomer or geometry (same formula, charge and spin)**: 319.3 kJ/mol
**Orbital gap**: 5.66 eV
**Net charge**: +3
**Spin multiplicity**: 1

```
71
Properties=species:S:1:pos:R:3:forces:R:3
P 1.854837 -0.438113 -2.266332 0.214 -0.800 -0.964
P -1.246525 2.789163 -1.846536 2.105 0.973 2.027
P 1.704974 1.597180 0.477142 0.504 0.519 0.853
Al -0.411439 0.104547 -1.350546 1.299 -4.282 0.569
O -1.273341 -1.302147 -1.982728 -0.312 3.585 1.070
N -0.845217 -0.359016 0.532924 -0.285 -0.188 -0.552
N -1.182919 -0.733366 5.866801 0.014 0.027 -0.490
C -1.154926 -0.694604 3.276111 0.067 0.080 -0.547
C -2.430108 -4.565965 -0.811904 2.138 0.170 0.044
C -1.182260 -0.725473 4.714797 -0.103 -0.101 0.119
C -1.737222 -3.034320 -5.030651 -0.238 -0.140 0.297
C -0.181524 3.236633 -3.194754 0.083 -0.251 -0.694
C -1.486026 -2.725412 -3.712411 -0.431 1.719 -0.188
C -0.134648 -1.309265 1.182742 0.304 0.058 -0.084
C -1.905780 -1.478870 -3.186542 0.418 -1.862 -1.618
C 1.626611 -1.107136 -3.946660 -0.302 0.073 -0.237
C 3.223131 0.743810 -2.517164 -0.167 0.466 0.244
C 3.010377 0.541947 1.244048 -0.049 -0.261 -0.258
C 2.618691 -1.860120 -1.402155 -0.333 0.067 0.534
C -1.855784 0.255025 1.176746 0.091 0.258 0.434
C -2.026173 0.131875 2.545800 -0.089 -0.013 0.136
C -2.764637 -0.631911 -3.935948 0.913 0.006 1.492
C -1.100842 -4.790391 -0.575503 -1.772 0.962 -0.524
C -0.942161 3.845938 -0.416122 -0.368 0.508 -0.260
C 0.942815 2.153246 2.054558 -0.279 0.100 -0.033
C -3.085441 -1.005529 -5.233781 0.599 -1.468 -0.673
C -2.920479 2.630725 -2.185250 -0.742 0.110 -0.456
C -0.236800 -1.473069 2.550376 -0.109 -0.138 0.304
C -2.550771 -2.196027 -5.791940 -0.287 0.868 0.511
C 2.731079 3.084831 0.105529 -0.088 -0.082 -0.240
H -2.543729 0.878792 0.581370 0.460 -0.259 0.358
H 0.399152 -2.193660 3.061832 -0.177 0.104 -0.125
H -0.871378 -3.303300 -3.045269 0.097 -0.386 -0.103
H -0.426561 -5.151442 -1.367962 -0.410 -0.069 0.557
H 3.182316 3.459165 1.035061 -0.094 -0.085 -0.294
H -3.203443 0.278799 -3.491326 0.256 -0.556 -0.212
H 0.085101 2.806989 1.863830 0.178 -0.089 0.250
H -3.060756 -4.088253 -0.054315 0.151 -0.440 -0.249
H -0.849532 1.694478 -1.023080 0.102 -0.045 -0.333
H 0.855053 -0.537579 -4.478037 0.138 -0.192 -0.038
H 2.556088 -0.358752 1.674935 0.170 0.163 -0.050
H -3.744323 -0.405144 -5.842146 -0.071 0.100 0.049
H 2.827765 1.749528 -2.698650 0.215 -0.127 0.015
H 1.899295 -2.687985 -1.355297 0.140 0.140 -0.091
H -1.279730 -3.944383 -5.395701 -0.303 -0.001 -0.441
H -2.973661 2.454682 -3.253782 -0.616 0.352 -0.316
H 2.570608 -1.030935 -4.503961 -0.259 -0.095 0.197
H -2.789049 -2.463380 -6.806730 -0.060 0.043 -0.177
H -2.862423 -4.737829 -1.806667 0.096 -0.151 0.596
H 2.916085 -1.596880 -0.380086 -0.020 -0.090 -0.272
H -1.517596 3.491473 0.466103 0.221 0.298 -0.633
H 0.120998 4.029051 -0.138440 -0.841 -0.252 -0.499
H 3.768945 0.243365 0.510780 -0.116 0.071 0.255
H 1.311089 -2.156503 -3.906185 -0.017 0.279 0.013
H 3.905509 0.775388 -1.660651 -0.205 0.011 -0.174
H 3.527273 2.829736 -0.604800 -0.179 0.162 0.197
H -3.387613 3.545209 -1.808913 -0.326 0.015 -0.458
H -0.494238 2.684633 -4.102707 0.180 0.377 0.296
H 3.788657 0.434059 -3.404553 -0.147 -0.010 0.255
H -0.452572 4.310674 -3.299827 0.234 -0.357 -0.234
H 3.506743 -2.194341 -1.955579 -0.225 0.192 0.003
H 3.498453 1.108540 2.050294 -0.146 -0.124 -0.253
H 1.694751 2.710263 2.631807 -0.272 -0.185 -0.089
H -3.361970 1.776858 -1.700902 -0.226 -0.355 0.348
H -0.657411 -4.482279 0.382132 -0.167 -0.481 -0.347
H 0.599217 1.295866 2.646010 0.114 0.220 -0.144
H 0.920126 3.149932 -3.056906 -0.868 0.040 0.279
H -2.805975 0.693274 3.052706 0.069 -0.142 -0.089
H 0.538138 -1.951349 0.587221 -0.327 0.601 0.334
H -1.396726 4.759392 -0.830273 0.169 0.374 0.730
H 2.115527 3.876763 -0.336885 0.286 -0.016 0.070
```
Positions in Å, forces in eV/Å.

Let us look at the Löwdin charges, expressed in e, one per atom:
1 P 0.815
2 P 0.867
3 P 0.797
4 Al 0.285
5 O -0.137
6 N -0.021
7 N 0.256
8 C -0.161
9 C -0.051
10 C -0.122
11 C -0.046
12 C -0.131
13 C -0.047
14 C -0.073
15 C -0.326
16 C -0.215
17 C -0.223
18 C -0.243
19 C -0.201
20 C -0.077
21 C 0.045
22 C -0.042
23 C -0.083
24 C -0.162
25 C -0.245
26 C -0.057
27 C -0.157
28 C 0.046
29 C -0.040
30 C -0.249
31 H 0.130
32 H 0.154
33 H 0.095
34 H 0.052
35 H 0.072
36 H 0.080
37 H 0.025
38 H 0.052
39 H -0.063
40 H 0.058
41 H 0.041
42 H 0.114
43 H 0.035
44 H 0.062
45 H 0.124
46 H 0.083
47 H 0.073
48 H 0.114
49 H 0.058
50 H 0.031
51 H 0.089
52 H 0.058
53 H 0.038
54 H 0.064
55 H 0.048
56 H 0.043
57 H 0.110
58 H 0.096
59 H 0.076
60 H 0.113
61 H 0.092
62 H 0.077
63 H 0.074
64 H 0.079
65 H 0.032
66 H 0.038
67 H 0.086
68 H 0.150
69 H 0.129
70 H 0.090
71 H 0.027



Entry 3:
Computed, not measured: C22H45CuN3O3PSb2Te as an isolated structure in a non-equilibrium geometry, with wB97M-V/def2-TZVPD.

**LUMO (spin up / spin down)**: -0.073 / -0.179 Eh
**Energy relative to the best compared isomer or geometry (same formula, charge and spin)**: 14.8 kJ/mol
**Orbital gap (spin up / spin down)**: 7.87 / 5.01 eV
**Net charge**: +1
**Spin multiplicity**: 2
**Expectation value of S²**: 0.788

```
78
Properties=species:S:1:pos:R:3:forces:R:3
Te 1.940070 1.667660 -2.059315 -0.067 0.008 0.099
Sb -0.754520 1.886482 -0.690482 0.185 0.860 -0.584
Sb -2.823539 -1.020007 1.419908 -0.773 -0.258 0.436
Cu 1.169983 -0.945430 0.295250 -0.581 -0.633 0.086
P 2.727727 1.262582 0.163312 1.453 0.331 0.515
O 3.183505 2.578735 0.938580 -0.325 -0.298 -0.207
O 1.756760 0.635073 1.100909 -0.074 0.515 0.502
O 4.066082 0.342916 0.091313 -0.802 0.189 0.211
N 2.853892 -2.384040 0.041378 0.579 0.046 -0.089
N 0.285141 -2.104559 -1.062461 -0.318 0.161 -0.454
N 0.677980 -2.588156 1.647030 -0.363 0.135 0.502
C 0.026080 3.770128 0.039301 -0.051 -0.195 -0.014
C -3.045853 -1.649323 3.492547 0.173 0.187 -0.430
C -1.350669 2.572457 -2.670959 -0.028 -0.173 0.272
C -5.813837 0.462730 -0.520275 -0.001 -0.045 0.064
C -6.178787 0.981392 -1.746431 0.068 0.077 -0.109
C -2.877082 2.648942 0.297943 -0.341 0.032 0.296
C 2.542378 -3.117537 -1.175783 -0.246 0.066 -0.222
C 4.026810 4.786069 1.328334 -0.063 -0.396 -0.141
C -4.462608 0.446679 1.547377 0.559 -0.433 0.306
C 0.104621 -3.688971 0.890113 -0.135 0.019 -0.204
C -4.138805 -2.573862 0.646311 0.269 0.363 0.087
C 1.389028 -2.464178 -1.949349 0.293 -0.173 -0.322
C -4.766261 0.999281 0.221424 -0.080 0.190 -0.296
C 4.106066 3.548599 0.450823 0.356 0.510 -0.200
C 5.108177 0.595147 -0.850887 0.466 0.038 -0.643
C 5.195508 -0.502791 -1.902335 -0.156 0.315 0.230
C -5.514680 2.096187 -2.247429 -0.056 0.036 -0.180
C 1.953781 -2.839827 2.303462 0.260 -0.162 -0.019
C 3.046222 -3.160955 1.260352 -0.197 -0.046 0.284
C -4.469138 2.636434 -1.541047 -0.088 0.074 0.020
C -0.447264 -3.222224 -0.477405 -0.085 -0.367 0.152
C -4.033010 2.085062 -0.320715 -0.341 -0.212 -0.288
H 4.719645 5.534712 0.952654 0.031 0.090 0.010
H 1.739903 -1.538121 -2.419218 -0.073 -0.148 0.031
H -0.720962 -4.165331 1.428887 0.090 -0.081 0.011
H 3.398469 -3.192171 -1.852507 0.015 -0.073 0.028
H 1.906649 -3.660988 3.031877 0.035 0.088 0.021
H -4.138613 1.204935 2.254105 -0.025 0.061 0.109
H 0.996137 3.588851 0.485364 0.129 0.028 0.059
H -2.382761 2.291849 -2.839907 -0.140 -0.078 -0.083
H 1.062635 -3.157127 -2.736938 0.032 0.062 -0.019
H 0.867097 -4.451045 0.746261 -0.003 -0.052 0.018
H 4.286433 -0.526485 -2.503502 -0.010 -0.055 -0.023
H -3.678450 -3.549734 0.756975 0.110 -0.148 0.025
H 6.041382 -0.301048 -2.557572 0.021 -0.028 -0.040
H 2.252276 -4.133580 -0.909694 0.077 -0.067 -0.005
H -2.711487 3.683633 0.033354 0.317 0.144 -0.124
H -5.818717 2.533509 -3.186901 -0.036 0.049 -0.038
H -2.677972 -2.663937 3.604889 0.056 -0.159 0.015
H -0.739387 2.094315 -3.431844 0.035 -0.021 0.006
H -1.259393 3.651317 -2.764620 0.071 0.083 0.075
H -3.974841 3.523940 -1.909084 0.066 0.045 -0.063
H -5.317835 -0.081630 1.961882 0.013 -0.060 0.053
H -0.458436 -4.079089 -1.162064 -0.086 0.023 0.006
H 3.606835 -1.722044 -0.088793 -0.028 -0.113 -0.048
H -6.990048 0.539842 -2.304609 -0.095 -0.037 -0.016
H 0.011200 -2.204971 2.305799 0.059 -0.093 0.024
H 4.934393 1.554394 -1.353441 0.138 -0.053 0.114
H 4.295752 4.530339 2.349185 0.056 0.029 0.108
H -4.087141 -1.613735 3.793470 -0.153 0.001 -0.029
H 5.348866 -1.469930 -1.433250 0.061 -0.188 0.044
H 3.035840 -4.230046 1.028978 0.057 0.066 -0.008
H -4.332470 -2.396003 -0.405834 -0.019 0.017 -0.183
H -2.709458 2.443936 1.345500 0.173 -0.074 0.096
H -2.464615 -0.993232 4.131655 0.066 0.076 0.113
H 4.017500 -2.946755 1.711265 -0.025 -0.044 -0.035
H -0.629054 4.171226 0.804486 -0.128 0.063 0.115
H -1.477694 -2.901871 -0.331719 0.025 0.006 -0.115
H 6.044483 0.644043 -0.288217 -0.157 0.145 -0.004
H -6.371258 -0.368936 -0.114713 -0.044 -0.085 0.093
H 0.125902 4.488785 -0.772284 -0.012 -0.087 -0.064
H 2.219563 -1.917583 2.823197 0.004 -0.071 0.078
H 5.120012 3.133212 0.486597 -0.141 0.001 -0.050
H 3.019409 5.195493 1.332758 -0.052 0.055 -0.065
H 3.853667 3.791002 -0.589989 0.062 -0.028 0.089
H -5.082014 -2.569467 1.182977 -0.083 0.036 0.133
H -0.365197 -1.505171 -1.556211 0.022 -0.084 -0.119
```
Positions in Å, forces in eV/Å.

Let us look at the Löwdin charges, expressed in e, one per atom:
1 Te 0.725
2 Sb 1.190
3 Sb 1.335
4 Cu 0.135
5 P 0.169
6 O -0.262
7 O -0.383
8 O -0.289
9 N -0.072
10 N -0.123
11 N -0.108
12 C -0.337
13 C -0.325
14 C -0.360
15 C -0.044
16 C -0.053
17 C -0.178
18 C -0.173
19 C -0.055
20 C -0.324
21 C -0.170
22 C -0.323
23 C -0.186
24 C -0.292
25 C -0.295
26 C -0.306
27 C -0.071
28 C -0.067
29 C -0.176
30 C -0.167
31 C -0.062
32 C -0.183
33 C -0.289
34 H 0.084
35 H 0.074
36 H 0.123
37 H 0.121
38 H 0.123
39 H 0.059
40 H -0.036
41 H -0.025
42 H 0.126
43 H 0.105
44 H 0.047
45 H -0.005
46 H 0.090
47 H 0.110
48 H 0.067
49 H 0.111
50 H -0.005
51 H -0.033
52 H 0.017
53 H 0.114
54 H 0.068
55 H 0.129
56 H 0.076
57 H 0.111
58 H 0.094
59 H 0.081
60 H 0.083
61 H 0.006
62 H 0.074
63 H 0.112
64 H -0.001
65 H 0.057
66 H -0.004
67 H 0.127
68 H 0.003
69 H 0.051
70 H 0.130
71 H 0.114
72 H 0.017
73 H 0.121
74 H 0.118
75 H 0.075
76 H 0.094
77 H 0.008
78 H 0.109